ORCA calculation (the ωB97M-V functional and the def2-TZVPD basis) on one molecule with the formula C5H8N2.

Each line ends with the Löwdin charge.
CARTESIAN COORDINATES (ANGSTROEM)
C1 -2.08 -0.83 0.21  -0.1151
C2 -1.09 -0.30 -0.77  -0.1212
C3 -0.13 0.72 -0.34  -0.2403
N1 0.83 0.06 0.58  -0.0378
C4 2.15 0.63 0.82  -0.0256
C5 1.88 -0.45 -0.21  -0.4558
N2 1.98 -1.06 -1.26  0.2228
H1 -2.05 -0.25 1.14  0.0726
H2 -1.88 -1.87 0.48  0.0783
H3 -3.10 -0.80 -0.20  0.0740
H4 -1.18 -0.56 -1.81  0.0949
H5 0.37 1.21 -1.18  0.1208
H6 -0.64 1.46 0.29  0.1232
H7 2.38 1.63 0.44  0.1074
H8 2.56 0.39 1.80  0.1018

highest occupied orbital energy (alpha / beta)	-8.001 / -8.916	eV
E_tot	-304.6399	Ha
energy above the lowest of the compared OMol25 structures with the same formula, charge and spin	122.7	kcal per mole